1.
{
  "formula": "C17H33N6O6S2",
  "method": "ωB97M-V with the def2-TZVPD basis set",
  "lumo_ev": 2.389,
  "total_charge": -1,
  "homo_ev": -3.01,
  "gap_ha": 0.19827,
  "e_tot_ev": -61034.10619,
  "species": ["N", "O", "O", "O", "C", "C", "N", "H", "H", "H", "C", "C", "N", "H", "H", "H", "C", "C", "N", "H", "H", "H", "C", "C", "N", "H", "H", "H", "C", "C", "N", "H", "H", "H", "C", "S", "O", "C", "H", "H", "H", "H", "H", "H", "C", "S", "O", "C", "H", "H", "H", "H", "H", "H", "C", "C", "O", "C", "H", "H", "H", "H", "H", "H"],
  "xyz": [[0.17135, 0.10094, 0.48485], [-0.96622, -0.06462, 0.10637], [0.37148, 0.00403, 1.67727], [1.09003, 0.27313, -0.30449], [0.59231, 1.04887, -2.55579], [1.29363, 0.02402, -3.37669], [1.83877, -0.79764, -4.02992], [0.95541, 0.95876, -1.53199], [-0.46199, 0.77241, -2.54604], [0.72329, 2.05190, -2.96183], [1.52836, 2.70597, -0.85900], [0.47772, 3.63209, -0.53826], [-0.42147, 4.32076, -0.26410], [1.40703, 1.84084, -0.20714], [2.46636, 3.06914, -0.43905], [1.47471, 2.40066, -1.90399], [1.76935, 1.62806, 2.32917], [2.58355, 0.57895, 2.90250], [3.23475, -0.24065, 3.35723], [0.77774, 1.47095, 2.75359], [1.79110, 1.54007, 1.24295], [2.16481, 2.56444, 2.72276], [-0.68910, 2.08883, 2.10777], [-1.47604, 2.44870, 3.34473], [-2.04753, 2.74566, 4.33088], [-1.13438, 2.47641, 1.19146], [-0.66511, 1.00020, 2.05905], [0.33786, 2.44657, 2.18171], [-2.15913, 1.52794, -0.94479], [-3.16881, 2.59997, -0.90194], [-3.91247, 3.46354, -0.91079], [-1.98236, 1.36186, -2.00746], [-2.49538, 0.61055, -0.46164], [-1.20160, 1.87949, -0.56053], [-1.01132, -2.46904, -3.81665], [-2.18581, -2.35835, -2.41929], [-1.62677, -3.23948, -1.30151], [-1.83947, -0.56632, -1.92300], [-1.19555, -3.50648, -4.09573], [0.03947, -2.34744, -3.55371], [-1.28092, -1.79546, -4.63011], [-1.95894, 0.10706, -2.77174], [-0.84958, -0.48119, -1.47468], [-2.60862, -0.21770, -1.23382], [-0.92709, -2.43051, 1.84360], [-2.48946, -2.99420, 1.05008], [-2.01647, -3.96116, -0.04470], [-2.82399, -1.39813, 0.26139], [-0.27858, -1.97532, 1.09504], [-0.46376, -3.36244, 2.16756], [-1.08131, -1.76220, 2.69075], [-2.73901, -0.57065, 0.96576], [-3.83302, -1.51019, -0.13536], [-2.13931, -1.11320, -0.53742], [2.30777, -2.57952, 1.92072], [3.17558, -2.10361, 0.75745], [3.84568, -2.85296, 0.04508], [3.28511, -0.54551, 0.67286], [1.98494, -3.60878, 1.76415], [1.54415, -1.85096, 2.19310], [2.96646, -2.51175, 2.78653], [3.72653, -0.24553, 1.62326], [2.28816, -0.11091, 0.74591], [3.91708, -0.17086, -0.13234]]
}

2.
{
  "formula": "C17H33NO3P2Sn",
  "method": "ωB97M-V with the def2-TZVPD basis set",
  "relative_energy_ev": 1.811,
  "lumo_ev": [-0.481, -0.453],
  "total_charge": 0,
  "homo_ev": [-5.75, -5.71],
  "gap_ha": [0.19360, 0.19316],
  "e_tot_ev": -50201.48388,
  "species": ["Sn", "P", "P", "N", "H", "C", "H", "H", "H", "C", "H", "H", "H", "C", "H", "H", "H", "C", "H", "H", "H", "C", "H", "H", "H", "C", "H", "H", "H", "C", "C", "C", "C", "C", "C", "H", "H", "H", "H", "H", "C", "O", "C", "H", "H", "H", "C", "H", "H", "H", "C", "C", "O", "O", "H", "H", "H"],
  "xyz": [[0.21693, 0.00951, -0.18465], [2.52521, -0.33372, -1.24871], [-2.14401, 0.62140, 1.01363], [-0.70718, 0.11786, -1.96053], [0.11845, -1.67916, 0.26617], [3.08551, -2.05468, -1.35263], [4.06282, -2.02773, -1.85838], [2.36968, -2.63799, -1.95225], [3.18558, -2.49721, -0.35038], [3.81130, 0.62306, -0.42080], [4.74866, 0.36901, -0.93558], [3.87648, 0.37711, 0.64804], [3.58844, 1.69371, -0.53717], [2.45633, 0.26832, -2.95326], [3.46822, 0.14217, -3.36110], [2.16909, 1.32830, -2.97043], [1.73117, -0.31016, -3.54003], [-3.13475, -0.80236, 1.58290], [-4.07398, -0.43276, 2.00949], [-2.60619, -1.37019, 2.35536], [-3.24006, -1.49661, 0.73487], [-1.94451, 1.82093, 2.35954], [-2.94010, 1.93980, 2.80849], [-1.54593, 2.76723, 1.97109], [-1.24040, 1.40670, 3.09523], [-3.22779, 1.43306, -0.21489], [-4.16947, 1.66292, 0.31366], [-3.41582, 0.76472, -1.07096], [-2.76549, 2.36376, -0.58198], [-1.15180, 0.30124, -3.14898], [-2.09972, -0.64284, -5.24019], [-1.57194, -0.83027, -3.95000], [-1.26927, 1.62681, -3.71958], [-1.80268, 1.80672, -5.01073], [-2.20284, 0.67086, -5.73686], [-2.41053, -1.50791, -5.81183], [-1.46558, -1.80579, -3.49846], [-0.93949, 2.45435, -3.10704], [-1.89011, 2.81055, -5.40863], [-2.61898, 0.81426, -6.74918], [1.82455, -0.08529, 2.57037], [1.45532, 0.72368, 1.66892], [2.27467, -1.47902, 2.30429], [2.36131, -2.08221, 3.22417], [3.25173, -1.46576, 1.78916], [1.55525, -2.04006, 1.66724], [1.98363, 0.45674, 3.94302], [1.48165, -0.12984, 4.73357], [1.59551, 1.48651, 3.91528], [3.06280, 0.48069, 4.16372], [-0.97360, -0.46602, 4.52045], [-0.58756, -1.26833, 3.30415], [-0.05828, -2.37757, 3.31051], [-0.81464, -0.59295, 2.17394], [-0.72684, -1.13857, 5.35517], [-2.07254, -0.30709, 4.46408], [-0.44822, 0.52006, 4.60873]]
}

3.
{
  "formula": "C17H34AsF5N9ORhSSi2Te",
  "method": "ωB97M-V with the def2-TZVPD basis set",
  "relative_energy_ev": 0.000,
  "lumo_ev": -1.702,
  "total_charge": 0,
  "homo_ev": -6.75,
  "gap_ha": 0.18543,
  "e_tot_ev": -144959.97055,
  "species": ["Rh", "C", "C", "N", "C", "S", "N", "N", "C", "C", "C", "C", "C", "C", "C", "N", "H", "H", "H", "H", "H", "H", "H", "H", "H", "H", "H", "H", "H", "F", "Te", "F", "F", "F", "F", "O", "N", "N", "N", "C", "N", "N", "H", "H", "H", "C", "Si", "C", "C", "As", "Si", "C", "C", "C", "H", "H", "H", "H", "H", "H", "H", "H", "H", "H", "H", "H", "H", "H", "H", "H", "H", "H"],
  "xyz": [[-0.12856, -0.84263, -0.55650], [-3.93754, -5.17846, 0.19752], [-4.32440, -3.72481, 0.43334], [-3.95027, -2.85201, -0.66347], [-2.74762, -2.26702, -0.81953], [-1.57719, -2.37677, 0.46949], [-2.56133, -1.66304, -1.97644], [-1.38607, -0.99130, -2.03800], [-1.10251, -0.34775, -3.13347], [-1.96794, -0.34617, -4.35071], [0.10173, 0.46632, -3.05828], [0.54786, 1.28459, -4.09258], [1.65044, 2.09545, -3.89380], [2.28484, 2.08580, -2.65977], [1.79818, 1.24159, -1.67770], [0.75405, 0.43851, -1.87143], [-4.23515, -5.79478, 1.04720], [-2.85783, -5.26263, 0.07232], [-4.42259, -5.57384, -0.69683], [-3.84650, -3.34744, 1.33597], [-5.40219, -3.62915, 0.57506], [-4.51558, -2.86144, -1.49837], [-2.79725, -1.03073, -4.21043], [-1.39969, -0.65040, -5.23292], [-2.36759, 0.65361, -4.54053], [0.02140, 1.28855, -5.03632], [2.00463, 2.73749, -4.68958], [3.13671, 2.71888, -2.45553], [2.24209, 1.19432, -0.69092], [0.54695, 2.30952, 1.33835], [-1.04739, 0.09432, 2.45830], [0.15925, 0.61520, 3.82385], [-2.58817, -0.46416, 3.38726], [-1.80554, 1.84473, 2.95659], [-0.39009, -1.63515, 3.04940], [1.23787, -0.57479, 1.02759], [-4.70333, 2.00155, 2.20593], [-3.84100, 2.15151, 1.13074], [-3.55919, 3.30835, 0.59757], [-2.69571, 2.93980, -0.34947], [-2.48063, 1.62429, -0.36043], [-3.24043, 1.12911, 0.59689], [-4.66694, 2.88356, 2.70616], [-4.27725, 1.29242, 2.80047], [-2.21668, 3.63819, -1.01250], [4.63156, -3.81011, 1.13677], [3.50052, -2.60437, 0.25492], [2.19911, -3.49410, -0.73812], [4.50269, -1.40548, -0.78575], [2.43252, -1.24619, 1.96529], [1.54936, 3.37972, 2.04079], [0.51425, 4.39109, 3.19419], [2.27439, 4.37634, 0.64377], [2.86272, 2.40050, 2.92084], [5.18093, -4.40737, 0.40496], [4.06251, -4.49799, 1.76513], [5.36493, -3.30412, 1.76794], [2.63056, -4.38446, -1.20447], [1.79146, -2.84632, -1.51555], [1.35310, -3.80121, -0.12052], [5.26735, -1.95949, -1.33654], [5.01602, -0.64928, -0.18809], [3.86484, -0.89908, -1.51217], [-0.21047, 4.99125, 2.64054], [1.12412, 5.06261, 3.80202], [-0.04325, 3.72543, 3.85604], [1.48881, 4.70829, -0.03825], [2.99335, 3.78803, 0.06965], [2.79027, 5.26310, 1.01882], [2.40650, 1.63506, 3.55055], [3.47159, 3.04700, 3.55721], [3.53443, 1.91800, 2.20555]]
}

4.
{
  "formula": "C17H34BCuF4NO5S2",
  "method": "ωB97M-V with the def2-TZVPD basis set",
  "relative_energy_ev": 0.364,
  "lumo_ev": -0.375,
  "total_charge": -1,
  "homo_ev": -2.90,
  "gap_ha": 0.09288,
  "e_tot_ev": -107762.63985,
  "species": ["Cu", "C", "C", "C", "C", "C", "C", "N", "O", "C", "C", "C", "H", "H", "H", "H", "H", "H", "H", "H", "H", "H", "H", "H", "H", "H", "H", "H", "H", "H", "B", "F", "F", "F", "F", "C", "C", "C", "S", "O", "O", "C", "H", "H", "H", "H", "H", "H", "H", "H", "C", "C", "C", "S", "O", "O", "C", "H", "H", "H", "H", "H", "H", "H", "H"],
  "xyz": [[0.19390, 1.09762, 1.47771], [2.23702, -0.28381, -4.90822], [3.60660, 0.31053, -4.92333], [3.49709, 1.17161, -6.27356], [4.63629, 2.24185, -6.59561], [4.77905, 3.13461, -5.28619], [5.01581, 2.34515, -3.97946], [3.94931, 1.24530, -3.87555], [3.97705, 0.66644, -2.52930], [4.83098, 3.33363, -2.87877], [6.39974, 1.72950, -4.09290], [4.46021, -0.95323, -5.03058], [1.40171, 0.38697, -4.70721], [2.11731, -1.09061, -4.18513], [2.04209, -0.67296, -5.90755], [2.52029, 1.64313, -6.38133], [3.53155, 0.43806, -7.07907], [4.27808, 2.76232, -7.48381], [5.60700, 1.77244, -6.75523], [4.05308, 3.94723, -5.31287], [5.71764, 3.68261, -5.20358], [5.39549, 4.23344, -3.12323], [5.38311, 2.92225, -2.03377], [3.79373, 3.57108, -2.64248], [6.48815, 1.05193, -4.94212], [6.72447, 1.09315, -3.26967], [7.14818, 2.51353, -4.20785], [5.51496, -0.70205, -5.14261], [4.19165, -1.61742, -5.85204], [4.39359, -1.64114, -4.18771], [-1.09909, 4.96357, 3.75498], [-1.92823, 4.08375, 3.01259], [-1.44570, 6.23301, 3.41351], [-1.18096, 4.67058, 5.09399], [0.18733, 4.84830, 3.34690], [-7.23711, -3.13309, -0.80847], [-7.67173, -2.60834, 0.65397], [-6.97226, -1.27075, 0.97449], [-5.30272, -1.45679, 0.07829], [-4.20355, -1.83712, 0.96447], [-5.16988, -0.28876, -0.82126], [-5.70090, -2.88265, -0.99416], [-7.69384, -2.53160, -1.59442], [-7.43132, -4.17200, -1.07506], [-7.50941, -3.42024, 1.36290], [-8.72446, -2.32648, 0.67463], [-6.87030, -0.86349, 1.98040], [-7.53253, -0.54563, 0.38423], [-5.24376, -3.77923, -0.57556], [-5.26251, -2.82235, -1.99029], [-2.04204, -3.33234, 8.04427], [-2.77797, -2.03732, 8.52615], [-2.31585, -0.80586, 7.76406], [-0.43978, -1.20435, 7.51601], [0.40904, -0.51327, 8.42967], [-0.02000, -1.24149, 6.09551], [-0.53652, -2.95067, 8.06613], [-2.27823, -3.57950, 7.00926], [-2.22487, -4.32368, 8.45891], [-2.56103, -1.93311, 9.58924], [-3.85610, -2.13247, 8.39697], [-2.47500, 0.22706, 8.07367], [-2.96661, -0.87682, 6.89251], [-0.06501, -2.98500, 9.04827], [0.25778, -3.50502, 7.56626]]
}

5.
{
  "formula": "C17H34BF2N3OPSn",
  "method": "ωB97M-V with the def2-TZVPD basis set",
  "relative_energy_ev": 0.493,
  "lumo_ev": 2.560,
  "total_charge": -1,
  "homo_ev": -2.34,
  "gap_ha": 0.18012,
  "e_tot_ev": -45934.40769,
  "species": ["Sn", "O", "P", "N", "C", "C", "C", "C", "N", "C", "C", "C", "C", "N", "C", "C", "C", "C", "H", "H", "H", "H", "H", "H", "H", "H", "H", "H", "H", "H", "H", "H", "H", "H", "H", "H", "H", "H", "H", "H", "H", "H", "C", "C", "C", "C", "C", "H", "H", "H", "H", "H", "H", "H", "H", "H", "H", "F", "B", "F"],
  "xyz": [[1.93643, -0.36552, 3.32713], [-0.11906, 0.57849, 1.21311], [-0.70954, 1.12833, -0.01799], [-2.37055, 1.02500, 0.06654], [-2.99305, 0.02552, 0.96674], [-4.21312, -0.45745, 0.18400], [-4.59408, 0.76813, -0.65011], [-3.23441, 1.31117, -1.08145], [-0.31876, 0.38560, -1.46635], [-0.69159, -1.05611, -1.48558], [0.28697, -1.71593, -2.48011], [1.17689, -0.56980, -2.98731], [1.10797, 0.44899, -1.85990], [-0.27177, 2.69308, -0.30109], [-0.22372, 3.58675, 0.87707], [-0.18137, 4.98473, 0.26115], [-0.95682, 4.81510, -1.04833], [-0.46886, 3.45364, -1.53639], [-3.29566, 0.49944, 1.90396], [-2.29464, -0.76948, 1.22197], [-5.01533, -0.79330, 0.84111], [-3.94053, -1.28679, -0.47391], [-5.10201, 1.50002, -0.01650], [-5.23800, 0.54131, -1.50036], [-3.26524, 2.38231, -1.29715], [-2.88320, 0.79997, -1.98630], [-1.73442, -1.16149, -1.79243], [-0.57636, -1.50665, -0.49490], [-0.23836, -2.21634, -3.29357], [0.88960, -2.46042, -1.95916], [0.75941, -0.13319, -3.89790], [2.19866, -0.88972, -3.19166], [1.37546, 1.45658, -2.17435], [1.76800, 0.15263, -1.03729], [0.63829, 3.35927, 1.50169], [-1.12076, 3.46026, 1.49314], [0.85165, 5.26735, 0.04387], [-0.61020, 5.73683, 0.92314], [-0.76581, 5.60849, -1.77203], [-2.03117, 4.77921, -0.84498], [0.48097, 3.57395, -2.07016], [-1.16381, 2.95267, -2.21043], [3.90622, -3.27503, 1.79336], [2.37391, -3.34513, 1.94262], [1.74773, -3.04771, 0.56528], [2.00886, -4.78308, 2.33155], [1.85465, -2.37294, 3.00051], [4.26944, -3.99612, 1.04682], [4.38155, -3.48859, 2.75288], [4.20629, -2.27304, 1.48545], [2.21294, -3.64676, -0.23209], [1.87483, -1.98852, 0.32721], [0.67527, -3.26653, 0.58630], [2.37924, -5.50708, 1.59461], [0.92291, -4.89146, 2.40756], [2.44313, -5.02976, 3.30466], [1.28206, -2.88649, 3.77897], [3.47320, -0.11516, 0.28349], [3.28169, 0.39609, 1.53279], [3.85798, 1.62465, 1.60111]]
}

6.
{
  "formula": "C17H34F6N2O11S2V",
  "method": "ωB97M-V with the def2-TZVPD basis set",
  "lumo_ev": 2.036,
  "total_charge": -1,
  "homo_ev": -6.84,
  "gap_ha": 0.32619,
  "e_tot_ev": -107348.64485,
  "species": ["O", "V", "O", "C", "F", "F", "F", "S", "O", "O", "O", "C", "F", "F", "F", "S", "O", "O", "O", "C", "C", "C", "C", "C", "C", "N", "O", "C", "C", "C", "H", "H", "H", "H", "H", "H", "H", "H", "H", "H", "H", "H", "H", "H", "H", "H", "H", "H", "H", "C", "O", "C", "C", "N", "C", "C", "O", "C", "H", "H", "H", "H", "H", "H", "H", "H", "H", "H", "H", "H", "H", "H", "H"],
  "xyz": [[-2.90637, -0.47549, -1.82356], [-1.62075, 0.47737, -1.73832], [-1.45993, 0.82081, -0.17813], [-3.60015, 4.57781, -2.21027], [-2.32301, 4.83531, -2.58789], [-3.71744, 4.77281, -0.89677], [-4.35918, 5.47501, -2.86861], [-4.04918, 2.86313, -2.69353], [-5.26076, 2.60681, -1.97421], [-4.10028, 2.88626, -4.11428], [-2.88265, 2.15875, -2.13799], [0.12531, 1.33318, -5.95158], [1.31709, 1.01980, -5.38845], [-0.09923, 2.62579, -5.72507], [0.22576, 1.14886, -7.27158], [-1.22050, 0.25692, -5.30409], [-2.35282, 0.69658, -6.04568], [-0.75602, -1.08383, -5.51266], [-1.24788, 0.61897, -3.87378], [0.71246, -2.77934, 5.38562], [0.28774, -1.41353, 4.82546], [0.27092, -0.43261, 5.99625], [0.18226, 1.01234, 5.52854], [1.19448, 1.39415, 4.45821], [1.26553, 0.37475, 3.31101], [1.30087, -0.98116, 3.88313], [1.36279, -1.93664, 2.82317], [0.13486, 0.67229, 2.30947], [2.62062, 0.56467, 2.65658], [-1.11715, -1.58438, 4.23088], [1.79792, -2.87203, 5.41806], [0.34350, -3.61569, 4.78542], [0.26086, -2.94682, 6.36630], [-0.54648, -0.58518, 6.70038], [1.21967, -0.57140, 6.52884], [0.28065, 1.71589, 6.35729], [-0.80527, 1.12775, 5.07131], [2.20269, 1.62815, 4.82307], [0.90947, 2.38386, 4.08276], [-0.32595, -0.15258, 1.78230], [-0.63924, 1.29988, 2.75931], [0.53493, 1.39919, 1.59272], [2.83281, 1.62273, 2.46938], [3.45426, 0.18097, 3.24581], [2.64900, 0.12655, 1.65119], [-1.16414, -2.13544, 3.29350], [-1.57576, -0.61986, 3.99469], [-1.75244, -2.05073, 4.98719], [2.30105, -1.96989, 2.61361], [0.94119, -4.67541, -3.97030], [0.14563, -3.87908, -3.13590], [0.83264, -3.38491, -2.01409], [-0.03450, -2.39704, -1.31372], [0.04849, -1.03969, -1.92882], [1.26795, -0.36602, -1.43548], [1.47222, 1.02150, -2.00660], [0.37848, 1.86478, -1.79171], [0.50746, 3.08969, -2.49782], [1.16393, -5.65806, -3.53446], [1.85800, -4.12207, -4.20768], [0.38285, -4.85723, -4.88631], [1.83408, -3.02501, -2.29519], [1.04215, -4.22984, -1.33059], [0.07797, -2.31823, -0.23487], [-1.07925, -2.68287, -1.46542], [0.06664, -1.14745, -2.94557], [2.13218, -0.95932, -1.76046], [1.28684, -0.34076, -0.34703], [1.85356, 0.95545, -3.03283], [2.33899, 1.41841, -1.44572], [-0.20458, 3.77855, -2.04959], [0.25160, 3.00801, -3.55786], [1.53057, 3.47589, -2.44703]]
}